24
Properties=species:S:1:pos:R:3:lowdin_charge:R:1 method="wB97M-V/def2-TZVPD" lumo_ev=0.3018 homo_lumo_gap_ha=0.343 total_charge=0
C -1.696 1.049 -0.491 -0.41
C -0.303 1.388 0.129 -0.46
C -2.517 0.190 0.486 -0.48
C 1.661 0.166 0.758 -0.43
C 2.232 -0.390 -0.530 -0.37
C 1.922 -0.708 1.914 -0.05
H -0.569 0.817 -2.526 0.22
H -1.178 -0.644 -1.684 0.05
H -2.190 1.967 -0.744 0.13
H -2.263 0.253 1.475 0.02
H -3.611 0.541 0.562 0.11
H -2.718 -1.536 -0.973 -0.15
H 0.017 -0.575 -0.596 0.22
H 1.997 1.214 0.679 0.17
H 0.934 -1.586 1.918 0.18
H 1.879 -0.011 2.930 0.14
H 2.997 -1.120 1.693 0.11
H 2.021 -1.155 -1.979 0.12
N -1.450 0.436 -1.752 -0.06
N 0.298 0.227 0.529 0.00
O 0.132 2.529 0.291 0.06
O 3.375 -0.364 -1.028 0.09
O 1.323 -1.111 -1.318 0.03
S -2.294 -1.576 0.256 0.77

30
Properties=species:S:1:pos:R:3:lowdin_charge:R:1 method="wB97M-V/def2-TZVPD" lumo_ev=3.1086 homo_lumo_gap_ha=0.314 total_charge=-1
O 0.150 -1.003 2.222 0.00
C 0.402 -1.393 1.095 -0.17
C 0.759 -0.523 -0.089 -0.35
C 0.258 0.919 -0.001 -0.16
C -0.836 1.236 -1.023 -0.17
C -2.100 0.373 -0.843 -0.29
O -2.309 -0.605 -1.839 -0.14
N 2.214 -0.700 -0.202 0.06
H 0.410 -2.486 0.923 0.13
H 0.320 -1.004 -0.954 0.11
H 1.115 1.591 -0.170 0.11
H -0.128 1.161 0.988 0.09
H -0.461 1.088 -2.034 0.11
H -1.120 2.292 -0.971 0.10
H -2.988 1.014 -0.838 0.10
H -2.067 -0.122 0.145 0.10
H 2.700 0.122 0.126 0.06
H 2.460 -0.859 -1.176 0.04
H 1.529 1.771 2.955 0.05
H 0.669 0.468 3.164 0.02
O 0.924 1.335 3.581 -0.09
H 2.286 -0.314 -3.719 -0.01
H 1.140 -1.271 -3.143 -0.06
O 2.215 -1.144 -3.237 -0.21
H -0.473 -2.246 -3.443 -0.01
H -1.444 -0.883 -2.304 -0.01
O -0.212 -1.402 -3.039 -0.33
H -0.773 2.121 3.752 -0.01
H -2.062 1.588 3.110 0.03
O -1.728 2.322 3.655 -0.10

52
Properties=species:S:1:pos:R:3:lowdin_charge:R:1 method="wB97M-V/def2-TZVPD" lumo_ev=2.5368 homo_lumo_gap_ha=0.228 total_charge=-1
Fe -0.679 -0.230 0.134 -0.51
S -1.555 1.591 1.301 0.59
C -0.144 2.617 1.225 -0.71
C -0.257 4.015 1.305 -0.12
C 0.858 4.830 1.243 -0.11
C 2.138 4.295 1.110 -0.12
C 2.287 2.917 1.057 -0.11
C 1.159 2.110 1.098 -0.53
S 1.313 0.337 1.140 0.97
C 2.314 -0.072 -0.331 -0.36
C 1.744 -1.267 -1.048 -0.31
C 2.534 -2.046 -1.881 -0.02
C 1.947 -3.070 -2.603 -0.06
C 0.590 -3.307 -2.455 -0.01
C -0.135 -2.518 -1.579 -0.30
C -1.595 -2.712 -1.311 -0.37
S -2.431 -1.103 -1.083 0.95
C -2.195 -0.456 -2.727 -0.51
C -2.987 -0.953 -3.758 -0.13
C -2.829 -0.492 -5.052 -0.12
C -1.876 0.497 -5.297 -0.11
C -1.104 1.004 -4.273 -0.13
C -1.238 0.545 -2.947 -0.64
S -0.300 1.241 -1.671 0.74
N 0.439 -1.514 -0.905 -0.01
H -1.248 4.442 1.390 0.09
H 0.730 5.905 1.291 0.09
H 3.006 4.940 1.060 0.09
H 3.271 2.470 0.986 0.10
H 3.351 -0.261 -0.052 0.08
H 2.267 0.787 -1.004 0.06
H 3.590 -1.831 -1.974 0.11
H 2.539 -3.674 -3.279 0.10
H 0.095 -4.095 -3.007 0.11
H -1.731 -3.238 -0.361 0.02
H -2.080 -3.279 -2.104 0.08
H -3.734 -1.706 -3.530 0.10
H -3.444 -0.882 -5.853 0.09
H -1.740 0.876 -6.304 0.09
H -0.371 1.776 -4.470 0.09
Se -1.106 -2.042 1.891 0.65
C -0.578 -1.251 3.547 -0.68
C 0.706 -1.447 4.052 -0.18
C 1.090 -0.886 5.263 -0.12
C 0.196 -0.115 5.992 -0.12
C -1.085 0.088 5.496 -0.11
C -1.469 -0.473 4.287 -0.16
H 1.408 -2.042 3.481 0.08
H 2.096 -1.048 5.633 0.09
H 0.496 0.329 6.934 0.09
H -1.791 0.698 6.048 0.09
H -2.462 -0.300 3.896 0.09

28
Properties=species:S:1:pos:R:3:lowdin_charge:R:1 method="wB97M-V/def2-TZVPD" lumo_ev=0.4447 homo_lumo_gap_ha=0.378 smiles="C[C@@H](O)[C@H](N)C(=O)N[C@@H](CO)C(=O)O" total_charge=0
C 3.736 0.462 -0.106 -0.02
C 2.219 0.577 -0.019 -0.40
O 1.688 1.239 -1.107 -0.05
C 1.583 -0.845 0.075 -0.22
N 1.222 -1.282 -1.270 0.06
C 0.464 -0.945 1.135 -0.43
O 0.737 -1.401 2.238 0.06
N -0.819 -0.654 0.907 0.14
C -1.344 0.055 -0.242 -0.21
C -2.659 -0.650 -0.662 -0.21
O -2.283 -1.967 -1.026 -0.05
C -1.670 1.499 0.167 -0.41
O -2.736 1.819 0.614 0.13
O -0.594 2.393 0.065 0.10
H 4.181 1.344 -0.447 0.06
H 4.102 0.226 0.877 0.09
H 4.041 -0.345 -0.786 0.09
H 1.921 1.153 0.858 0.15
H 1.202 0.509 -1.541 0.06
H 2.352 -1.579 0.468 0.16
H 1.959 -1.346 -1.908 0.08
H 0.616 -2.083 -1.278 0.10
H -1.467 -0.762 1.704 0.19
H -0.672 0.008 -1.099 0.13
H -3.303 -0.615 0.229 0.12
H -3.306 -0.093 -1.377 0.14
H -3.111 -2.435 -1.232 0.10
H 0.197 1.992 -0.286 0.04

12
Properties=species:S:1:pos:R:3:lowdin_charge:R:1 method="wB97M-V/def2-TZVPD" lumo_ev=0.5693 homo_lumo_gap_ha=0.334 smiles=CSc1ncc(Cl)o1 total_charge=0
C 0.117 1.702 1.694 -0.47
S -1.036 0.389 1.431 0.99
C -0.590 -0.380 0.024 -0.79
N -1.091 -1.498 -0.243 0.10
C -0.482 -1.838 -1.418 -0.13
C 0.481 -1.007 -1.627 -0.72
Cl 1.513 -0.744 -3.047 0.67
O 0.450 -0.081 -0.729 0.05
H 1.125 1.270 2.173 0.08
H -0.089 2.070 2.751 0.04
H 0.449 2.629 1.051 0.09
H -0.849 -2.511 -2.060 0.09

10
Properties=species:S:1:pos:R:3:lowdin_charge:R:1 method="wB97M-V/def2-TZVPD" lumo_ev=-1.8775 homo_lumo_gap_ha=0.304 total_charge=0
C 2.132 0.070 -0.266 -0.05
C 0.901 0.587 0.388 -0.31
C -0.230 -0.564 0.258 -0.25
C -1.672 -0.339 -0.211 -0.01
C -2.816 0.093 -0.394 0.11
H 2.976 1.023 -0.823 0.23
H -3.946 0.136 -0.224 0.08
O 2.053 -1.261 -0.407 -0.01
O 0.666 1.755 0.585 0.14
O -0.065 -1.499 1.094 0.07

20
Properties=species:S:1:pos:R:3:lowdin_charge:R:1 method="wB97M-V/def2-TZVPD" lumo_ev=3.8030 homo_lumo_gap_ha=0.265 smiles=CN[C@H](CO)CC[O-] total_charge=-1
C -1.863 -1.514 -0.166 -0.17
N -0.437 -1.699 -0.028 -0.09
C 0.281 -0.400 0.117 -0.37
C 0.040 0.211 1.530 -0.33
O 0.923 1.197 1.876 -0.15
C 0.086 0.627 -0.991 -0.15
C 1.501 1.318 -1.222 -0.42
O 1.787 2.271 -0.261 -0.32
H -2.375 -2.480 -0.072 0.06
H -2.404 -0.961 0.621 0.07
H -2.082 -1.056 -1.125 0.07
H -0.190 -2.186 0.813 0.08
H 1.328 -0.663 0.129 0.12
H -0.987 0.605 1.551 0.10
H 0.062 -0.640 2.219 0.10
H 1.262 1.706 0.954 0.04
H -0.099 0.090 -1.927 0.10
H -0.601 1.353 -0.637 0.10
H 2.263 0.514 -1.118 0.09
H 1.506 1.705 -2.263 0.08

11
Properties=species:S:1:pos:R:3:lowdin_charge:R:1 method="wB97M-V/def2-TZVPD" lumo_ev=0.7060 homo_lumo_gap_ha=0.391 smiles="[H]/N=C/NCC#N" total_charge=0
H 0.934 0.450 2.916 0.04
N 0.171 0.679 2.300 0.09
C 0.146 -0.050 1.292 -0.34
N -0.735 0.067 0.230 -0.04
C -0.419 -0.488 -1.028 -0.22
C 0.361 0.426 -1.992 -0.19
N 0.997 1.079 -2.698 0.12
H 0.786 -0.910 1.195 0.11
H -1.169 0.991 0.205 0.14
H -1.330 -0.833 -1.603 0.13
H 0.257 -1.412 -0.817 0.14

146
Properties=species:S:1:pos:R:3:lowdin_charge:R:1 method="wB97M-V/def2-TZVPD" lumo_ev="-0.6565 / -0.6564" homo_lumo_gap_ha="0.264 / 0.264" total_charge=0
Pt -0.107 -0.472 -0.317 0.72
O 0.000 -4.611 1.914 -0.29
S 0.409 -4.462 0.539 0.64
O 1.800 -4.624 0.238 -0.27
N -0.165 -3.007 -0.026 -0.16
C -1.315 -3.173 -0.611 -0.81
S -2.294 -1.813 -0.891 0.68
C -1.633 -4.587 -0.972 -0.22
C -2.656 -5.064 -1.769 -0.01
C -2.706 -6.432 -2.020 -0.06
C -1.746 -7.291 -1.494 -0.06
C -0.711 -6.808 -0.697 -0.03
C -0.680 -5.452 -0.459 -0.22
H -3.377 -4.378 -2.198 0.11
H -3.503 -6.835 -2.634 0.11
H -1.798 -8.350 -1.712 0.11
H 0.043 -7.469 -0.291 0.13
O -0.656 2.025 0.116 -0.39
P -1.336 3.347 -0.100 0.83
C -1.828 4.034 1.520 -0.34
C -2.446 5.455 1.457 -0.19
C -2.255 6.204 2.785 -0.20
C -2.453 5.247 3.957 -0.19
C -1.349 4.170 3.985 -0.18
C -0.738 3.924 2.596 -0.19
C -0.295 4.553 -1.021 -0.31
C 0.631 5.370 -0.096 -0.19
C 1.844 4.537 0.310 -0.17
C 2.728 4.249 -0.920 -0.16
C 1.943 4.379 -2.230 -0.18
C 0.536 3.797 -2.094 -0.19
C -2.959 3.141 -0.958 -0.32
C -3.537 4.364 -1.697 -0.18
C -3.053 4.506 -3.144 -0.19
C -3.239 3.211 -3.931 -0.19
C -2.498 2.072 -3.239 -0.19
C -3.006 1.865 -1.818 -0.19
H -2.615 3.331 1.824 0.12
H -3.517 5.366 1.257 0.11
H -2.020 6.045 0.643 0.09
H -2.966 7.030 2.832 0.11
H -1.253 6.642 2.836 0.11
H -3.437 4.777 3.858 0.11
H -2.461 5.795 4.900 0.11
H -1.760 3.239 4.377 0.09
H -0.550 4.477 4.662 0.11
H -0.273 2.937 2.561 0.10
H 0.056 4.648 2.418 0.09
H -0.997 5.241 -1.497 0.10
H 0.089 5.727 0.774 0.08
H 0.963 6.263 -0.634 0.12
H 1.495 3.594 0.740 0.10
H 2.420 5.050 1.083 0.11
H 3.125 3.237 -0.838 0.08
H 3.585 4.926 -0.947 0.11
H 2.472 3.864 -3.036 0.10
H 1.873 5.431 -2.521 0.11
H 0.627 2.739 -1.819 0.09
H 0.029 3.846 -3.059 0.09
H -3.603 2.943 -0.093 0.12
H -3.326 5.285 -1.150 0.09
H -4.625 4.250 -1.714 0.12
H -1.995 4.780 -3.168 0.09
H -3.604 5.322 -3.617 0.11
H -2.881 3.337 -4.955 0.11
H -4.307 2.967 -3.986 0.12
H -1.429 2.308 -3.197 0.08
H -2.604 1.145 -3.808 0.10
H -2.410 1.094 -1.329 0.04
H -4.040 1.502 -1.851 0.12
F -2.995 -3.757 -7.282 0.06
C -2.258 -3.169 -6.324 -0.28
C -2.901 -2.502 -5.303 0.00
C -2.130 -1.904 -4.313 -0.15
C -0.739 -1.973 -4.352 -0.35
C -0.126 -2.640 -5.411 -0.12
C -0.880 -3.250 -6.401 0.00
Sb 0.493 -1.028 -2.875 1.55
C 1.840 -2.661 -2.659 -0.35
C 3.147 -2.446 -2.225 -0.10
C 4.027 -3.507 -2.067 0.01
C 3.574 -4.782 -2.338 -0.29
F 4.419 -5.818 -2.182 0.07
C 2.288 -5.035 -2.764 -0.01
C 1.419 -3.964 -2.917 -0.13
C 1.641 0.119 -4.252 -0.34
C 2.738 -0.428 -4.914 -0.11
C 3.436 0.314 -5.855 -0.03
C 3.028 1.606 -6.117 -0.30
F 3.709 2.330 -7.022 0.06
C 1.950 2.184 -5.477 0.00
C 1.258 1.428 -4.542 -0.11
H -3.983 -2.451 -5.289 0.12
H -2.627 -1.398 -3.498 0.04
H 0.955 -2.689 -5.476 0.10
H -0.417 -3.781 -7.222 0.12
H 3.488 -1.442 -2.004 0.09
H 5.045 -3.353 -1.733 0.12
H 1.973 -6.053 -2.953 0.12
H 0.405 -4.160 -3.246 0.10
H 3.064 -1.439 -4.702 0.10
H 4.296 -0.092 -6.372 0.12
H 1.668 3.203 -5.709 0.13
H 0.409 1.869 -4.038 0.07
Br 6.148 1.906 -4.015 0.78
C 5.742 1.469 -2.221 -0.65
C 6.756 1.466 -1.274 -0.19
N 6.537 1.154 0.000 0.08
C 5.290 0.857 0.364 -0.07
C 4.214 0.854 -0.512 -0.13
C 4.450 1.156 -1.848 -0.07
C 2.827 0.531 -0.001 -0.60
O 2.624 0.554 1.206 0.03
O 1.968 0.259 -0.922 -0.25
H 7.771 1.725 -1.551 0.10
H 5.126 0.606 1.405 0.12
H 3.634 1.158 -2.561 0.10
C 3.405 2.802 5.350 -0.11
C 3.076 1.363 4.970 -0.29
S 1.527 0.899 5.718 0.67
O 1.585 1.181 7.130 -0.30
O 0.460 1.476 4.935 -0.29
C 1.510 -0.897 5.521 -0.19
C 0.156 -1.454 5.087 -0.10
N -0.304 -0.883 3.819 0.06
C 0.333 -1.034 2.643 -0.27
N -0.340 -0.394 1.692 -0.04
C -1.441 0.171 2.250 -0.03
C -1.443 -0.138 3.565 -0.14
N -2.410 0.309 4.519 -0.32
O -2.383 -0.142 5.651 0.09
O -3.232 1.109 4.114 0.09
C 1.626 -1.738 2.467 0.00
H 4.375 3.081 4.942 0.08
H 3.431 2.912 6.433 0.08
H 2.653 3.484 4.954 0.08
H 3.819 0.658 5.346 0.11
H 2.940 1.238 3.892 0.09
H 1.779 -1.286 6.502 0.11
H 2.291 -1.144 4.806 0.08
H -0.594 -1.245 5.837 0.11
H 0.231 -2.534 4.963 0.14
H -2.150 0.747 1.686 0.12
H 1.648 -2.679 3.020 0.10
H 2.447 -1.090 2.766 0.07
H 1.774 -1.944 1.411 0.07

73
Properties=species:S:1:pos:R:3:lowdin_charge:R:1 method="wB97M-V/def2-TZVPD" s_squared=2.017 lumo_ev="-9.3969 / -9.6658" homo_lumo_gap_ha="0.210 / 0.200" spin_multiplicity=3 total_charge=+3
W -0.548 0.906 0.393 1.58
C -0.327 2.618 -2.446 -0.10
C 0.200 1.352 -3.049 -0.13
O 0.851 0.614 -2.018 -0.21
C 2.256 0.769 -1.862 -0.12
C 2.502 1.506 -0.576 -0.12
O 1.669 0.914 0.471 -0.36
C 2.391 0.275 1.556 -0.10
C 1.473 -0.716 2.187 -0.13
O 0.192 -0.071 2.310 -0.29
C -0.693 -0.777 3.255 -0.11
C -1.568 -1.753 2.533 -0.16
O -2.269 -0.973 1.591 -0.30
C -3.095 -1.669 0.678 -0.16
C -3.686 -0.617 -0.207 -0.12
O -2.634 0.246 -0.723 -0.30
C -3.154 1.170 -1.699 -0.13
C -2.560 2.501 -1.393 -0.11
O -1.115 2.314 -1.253 -0.37
H -0.958 3.167 -3.143 0.15
H 0.474 3.279 -2.115 0.13
H 0.874 1.575 -3.878 0.15
H -0.606 0.722 -3.423 0.14
H 2.703 1.318 -2.693 0.16
H 2.702 -0.227 -1.832 0.13
H 2.234 2.558 -0.649 0.11
H 3.544 1.432 -0.267 0.16
H 2.698 1.044 2.261 0.13
H 3.273 -0.227 1.159 0.16
H 1.852 -0.965 3.178 0.16
H 1.379 -1.633 1.604 0.12
H -1.283 -0.006 3.740 0.12
H -0.066 -1.268 3.996 0.15
H -2.246 -2.227 3.249 0.16
H -0.994 -2.542 2.031 0.13
H -3.900 -2.191 1.203 0.16
H -2.514 -2.402 0.111 0.13
H -4.399 0.002 0.339 0.14
H -4.186 -1.087 -1.055 0.16
H -4.242 1.234 -1.638 0.16
H -2.884 0.803 -2.690 0.15
H -2.902 2.883 -0.437 0.11
H -2.763 3.241 -2.164 0.16
N -0.336 -1.024 -0.311 0.08
C 0.118 -2.031 -0.691 -0.16
N 0.604 -3.142 -1.095 -0.03
C 1.112 -4.183 -0.151 -0.09
C 2.636 -4.215 -0.212 -0.15
C 3.144 -3.885 -1.629 -0.17
C 2.113 -4.260 -2.690 -0.15
C 0.854 -3.404 -2.557 -0.08
H 0.672 -5.122 -0.482 0.14
H 0.720 -3.977 0.844 0.12
H 2.958 -5.211 0.090 0.13
H 3.059 -3.518 0.515 0.10
H 4.080 -4.406 -1.815 0.13
H 3.369 -2.816 -1.711 0.10
H 1.861 -5.319 -2.612 0.13
H 2.510 -4.112 -3.694 0.13
H -0.025 -3.896 -2.970 0.14
H 0.973 -2.435 -3.042 0.12
C 1.615 3.490 2.134 -0.26
S 0.272 3.374 0.931 0.91
C -1.031 4.142 1.780 -0.97
C -2.096 3.422 2.128 -1.05
S -2.280 1.699 1.874 0.78
S -3.374 4.267 2.943 0.97
C -2.596 5.860 2.944 -1.44
S -3.239 7.147 3.615 0.76
S -1.007 5.842 2.162 0.96
H 2.512 3.059 1.700 0.04
H 1.341 3.005 3.069 0.08
H 1.788 4.553 2.297 0.07

13
Properties=species:S:1:pos:R:3:lowdin_charge:R:1 method="wB97M-V/def2-TZVPD" lumo_ev=3.6995 homo_lumo_gap_ha=0.236 total_charge=-1
O 0.236 -3.156 -0.992 0.14
C 0.221 -2.232 -0.308 -0.15
C -0.188 -1.267 0.485 -0.35
O 0.563 -0.651 1.469 -0.04
C -1.415 -0.600 -0.084 -0.18
C -1.403 0.669 -0.481 -0.48
S -0.015 1.692 -0.877 0.74
N 1.331 1.101 -0.178 -0.61
O 2.015 2.051 0.700 -0.28
H 0.678 0.267 1.163 0.01
H -2.414 -0.987 -0.202 0.08
H -2.445 0.936 -0.858 0.07
H 2.835 2.177 0.162 0.05

17
Properties=species:S:1:pos:R:3:lowdin_charge:R:1 method="wB97M-V/def2-TZVPD" lumo_ev=6.0258 homo_lumo_gap_ha=0.186 smiles="O=C([O-])P([O-])c1ccccc1O" total_charge=-2
O -1.135 2.380 -1.814 -0.17
C -0.276 2.882 -0.987 -0.82
O -0.358 4.099 -0.799 -0.14
P 1.265 1.975 -0.246 0.66
O 1.466 2.626 1.122 -0.63
C 0.549 0.125 -0.080 -0.26
C 1.124 -0.452 0.993 -0.17
C 0.723 -1.750 1.402 -0.20
C -0.282 -2.383 0.875 -0.20
C -0.942 -1.837 -0.236 -0.06
C -0.564 -0.545 -0.694 -0.33
O -1.240 -0.120 -1.777 -0.05
H 2.094 -0.166 1.451 0.09
H 1.138 -2.153 2.323 0.08
H -0.687 -3.384 1.154 0.09
H -1.815 -2.212 -0.773 0.09
H -1.058 0.917 -1.914 0.03

Number 1: calculated total energy -26369.8220 eV, largest force on an atom 0.12989 Eh/bohr. Number 2: calculated total energy -19253.4971 eV, largest force on an atom 0.01531 Eh/bohr. Number 3: calculated total energy -170818.4032 eV, largest force on an atom 0.00874 Eh/bohr. Number 4: calculated total energy -20703.7502 eV, largest force on an atom 0.06069 Eh/bohr. Number 5: calculated total energy -31105.6568 eV, largest force on an atom 0.10326 Eh/bohr. Number 6: calculated total energy -11353.0149 eV, largest force on an atom 0.16424 Eh/bohr. Number 7: calculated total energy -10964.0926 eV, largest force on an atom 0.05668 Eh/bohr. Number 8: calculated total energy -7661.3176 eV, largest force on an atom 0.05018 Eh/bohr. Number 9: calculated total energy -215815.1777 eV, largest force on an atom 0.05753 Eh/bohr. Number 10: calculated total energy -94653.0261 eV, largest force on an atom 0.02354 Eh/bohr. Number 11: calculated total energy -22676.4204 eV, largest force on an atom 0.05422 Eh/bohr. Number 12: calculated total energy -24818.1222 eV, largest force on an atom 0.11852 Eh/bohr.